DFT (ωB97M-V/def2-TZVPD) results for a cluster of 3 separate species, C20H33F11O13P2 in total.

The geometry in XYZ format:
```
79
C20H33F11O13P2 (ωB97M-V/def2-TZVPD)
H -1.616 0.273 3.710
H 0.456 -4.463 0.145
H 1.697 -1.119 2.098
H 1.763 0.391 1.211
H 5.866 1.634 -1.489
C 5.832 2.121 -3.598
F -1.971 3.812 0.933
H 1.959 4.835 -1.555
C 3.591 -3.364 -4.965
H -6.279 2.514 2.802
H -2.008 1.502 2.513
H -2.191 -2.860 -0.259
H 6.351 1.221 -3.928
C 1.178 -4.852 -0.565
H 7.264 2.555 -2.047
H -3.395 0.502 0.207
C -0.458 1.401 0.555
O 3.229 -4.964 -2.255
P -0.525 -0.214 1.608
F -4.978 -1.032 1.415
H 6.123 2.948 -4.246
C -3.903 -0.138 -0.516
F -7.812 1.824 1.182
C -0.630 3.720 0.893
O 2.828 0.449 3.712
H 2.744 -2.788 -5.340
H -2.798 -0.087 2.441
F -0.282 3.931 -0.388
O -2.132 -2.531 3.403
F -7.474 -0.259 -0.450
C 4.052 -2.818 -3.632
H -2.744 -1.801 1.006
H -0.113 -4.179 2.630
H -0.084 -1.963 0.000
H 4.401 -3.307 -5.693
H 4.868 -3.408 -3.218
F -5.334 0.836 3.337
C -1.870 0.436 2.666
H 0.347 1.295 -0.176
F -7.429 -0.091 2.178
H 2.330 4.223 0.074
O -0.245 -3.420 2.040
C 2.675 -3.910 -2.089
H 1.994 -5.348 -0.044
C -6.855 0.897 1.471
H 2.443 5.963 -0.268
F -5.578 -1.791 -0.551
C 1.272 -0.118 2.041
H 3.284 -4.405 -4.874
F -4.755 2.026 1.577
C 1.701 0.542 3.329
C -2.264 -1.813 0.026
H -4.140 0.473 -1.381
C -0.853 -1.198 0.086
O 5.629 3.678 -1.728
O 1.648 -3.693 -1.267
C 4.344 3.638 -1.386
O 0.762 1.276 3.988
O 3.967 4.865 -1.035
H 4.760 1.962 -3.707
C -6.390 0.345 0.085
C 6.190 2.428 -2.160
O -3.057 -1.170 -0.960
C -5.810 1.639 2.352
O 0.239 -1.991 4.159
O 3.639 2.661 -1.388
H -0.744 -0.559 -0.789
H 0.706 -5.549 -1.256
C -5.191 -0.675 0.106
H -2.278 -2.214 4.303
O -0.173 2.560 1.361
C 2.586 4.967 -0.676
H 0.489 0.791 4.778
H -1.383 1.540 -0.009
H 4.390 -1.788 -3.731
O 2.976 -2.757 -2.682
F -6.082 1.408 -0.702
F -0.129 4.699 1.626
P -0.621 -2.141 2.955
```

Output
orbital gap = 9.2 eV
molecular weight = 752.40 g mol⁻¹
maximum force = 0.87 eV/A
2S+1 = 1
SMILES = CP(CCOCC(F)(F)C(F)(F)C(F)(F)C(F)F)(COC(F)(F)F)(CC(=O)O)P(=O)(O)O.CCOC(=O)OC.CCOC(=O)OC